Entry 1:
117
Properties=species:S:1:pos:R:3 method="wB97M-V/def2-TZVPD" homo_ev=-9.72 e_lumo_ev=-0.2 total_charge=0 de_lowest_kcal_mol=0.0 smiles="COP(=O)(OC)OC.COP(=O)(OC)OC.COP(=O)(OC)OC.COP(=O)(OC)OC.COP(=O)(OC)OC.BrCCBr.BrCCBr.BrCCBr.BrCCBr" orbital_gap_ev=9.6 fmax_ev_per_a=1.56 spin_multiplicity=1
C 1.536 5.458 -2.304
O 1.282 6.669 -1.556
P 0.124 6.787 -0.452
O 0.701 6.870 0.892
O -0.740 8.077 -0.892
C -2.011 8.422 -0.275
O -0.849 5.540 -0.762
C -0.931 4.405 0.149
H 1.100 5.564 -3.295
H 1.081 4.590 -1.833
H 2.621 5.355 -2.347
H -2.632 8.801 -1.089
H -1.806 9.151 0.519
H -2.472 7.533 0.154
H -0.389 3.574 -0.291
H -1.989 4.166 0.260
H -0.541 4.692 1.127
C -3.224 -5.150 1.705
O -2.853 -4.144 2.699
P -3.646 -2.791 3.005
O -3.044 -1.850 3.958
O -5.089 -3.287 3.502
C -6.147 -2.326 3.742
O -3.953 -2.190 1.524
C -4.482 -0.848 1.380
H -2.613 -5.003 0.815
H -4.269 -5.057 1.427
H -3.030 -6.118 2.155
H -5.749 -1.410 4.185
H -6.835 -2.799 4.437
H -6.653 -2.085 2.805
H -4.302 -0.284 2.296
H -5.553 -0.921 1.194
H -3.955 -0.403 0.534
C -0.527 0.126 -5.418
O 0.656 0.851 -5.885
P 1.504 1.738 -4.844
O 0.777 2.232 -3.668
O 2.176 2.882 -5.757
C 3.102 3.821 -5.144
O 2.833 0.914 -4.451
C 3.575 0.053 -5.343
H -0.837 0.529 -4.450
H -0.269 -0.929 -5.285
H -1.277 0.239 -6.193
H 3.246 3.581 -4.091
H 2.642 4.818 -5.225
H 4.057 3.714 -5.661
H 4.596 0.433 -5.388
H 3.123 0.021 -6.333
H 3.534 -0.947 -4.916
C 1.937 4.926 3.425
O 1.749 4.098 4.619
P 0.447 3.153 4.878
O -0.852 3.631 4.376
O 0.869 1.699 4.348
C 0.124 1.079 3.286
O 0.467 2.893 6.454
C -0.458 1.919 7.003
H 1.381 5.860 3.505
H 1.534 4.438 2.536
H 3.015 5.092 3.368
H -0.884 1.485 3.224
H 0.084 0.010 3.482
H 0.651 1.208 2.338
H -0.735 2.270 7.992
H 0.030 0.954 7.090
H -1.341 1.820 6.371
C -0.832 -1.898 1.050
O 0.376 -1.174 0.737
P 0.273 0.161 -0.145
O -0.773 1.110 0.254
O 1.797 0.630 -0.041
C 2.276 1.864 -0.643
O 0.067 -0.471 -1.625
C 0.703 -1.716 -1.993
H -1.452 -1.259 1.673
H -0.491 -2.806 1.562
H -1.374 -2.152 0.134
H 2.612 2.520 0.163
H 1.504 2.353 -1.239
H 3.083 1.612 -1.330
H -0.099 -2.404 -2.246
H 1.307 -2.089 -1.167
H 1.357 -1.513 -2.845
Br -5.903 -5.660 -3.158
C -3.951 -5.520 -3.604
C -3.455 -4.116 -3.350
Br -1.689 -3.886 -4.224
H -3.884 -5.800 -4.647
H -3.435 -6.249 -2.995
H -3.321 -3.915 -2.288
H -4.090 -3.373 -3.817
Br 4.254 -1.315 2.809
C 4.287 -1.992 0.949
C 4.783 -0.826 0.119
Br 4.383 -1.034 -1.818
H 3.271 -2.280 0.708
H 4.949 -2.849 0.945
H 5.863 -0.717 0.202
H 4.240 0.070 0.387
Br 2.040 -7.766 -5.661
C 1.395 -6.756 -4.078
C 2.541 -5.945 -3.537
Br 1.824 -4.650 -2.238
H 0.985 -7.454 -3.348
H 0.602 -6.119 -4.455
H 3.032 -5.356 -4.299
H 3.249 -6.542 -2.980
Br 0.677 -4.795 6.267
C 0.364 -3.185 5.181
C 1.608 -2.339 5.110
Br 1.854 -1.339 6.818
H -0.480 -2.647 5.600
H 0.095 -3.549 4.190
H 1.457 -1.540 4.392
H 2.505 -2.921 4.911

=====

Entry 2:
104
Properties=species:S:1:pos:R:3 method="wB97M-V/def2-TZVPD" homo_ev=-8.88 e_lumo_ev=-1.0 total_charge=0 orbital_gap_ev=7.9 fmax_ev_per_a=2.27 spin_multiplicity=1
Na 1.791 -2.122 1.336
Cl -0.572 0.825 0.848
O -0.628 2.063 1.583
O 0.181 -0.145 1.631
O -1.915 0.321 0.612
O 0.126 1.013 -0.401
Cl -2.221 3.049 -3.641
C -2.278 3.335 -1.873
C -0.994 3.880 -1.320
Cl -0.586 5.491 -1.956
H -2.399 2.340 -1.433
H -3.170 3.912 -1.682
H -0.166 3.232 -1.569
H -1.085 3.916 -0.238
C 2.461 4.382 0.788
O 3.788 4.431 1.245
H 2.486 4.015 -0.245
H 1.808 3.710 1.353
H 1.999 5.380 0.728
H 3.785 4.698 2.194
C -0.872 -1.109 4.842
O -0.630 -1.166 6.266
H -1.743 -0.469 4.668
H -0.017 -0.699 4.299
H -1.130 -2.097 4.472
H -0.705 -0.258 6.580
C -3.561 -1.818 2.482
O -3.999 -2.378 3.750
H -3.758 -0.744 2.421
H -2.492 -1.995 2.402
H -4.075 -2.277 1.623
H -4.789 -1.916 4.040
C 3.910 0.192 4.705
O 3.352 1.471 5.003
C 2.287 1.881 4.205
C 2.034 3.313 4.497
N 3.293 4.098 4.260
C 3.251 5.511 4.705
C 2.209 6.376 4.094
O 0.922 6.049 4.590
C -0.026 6.843 4.037
H 3.177 -0.607 4.581
H 4.591 -0.024 5.530
H 4.581 0.340 3.837
H 1.368 1.284 4.364
H 2.506 1.736 3.127
H 1.642 3.460 5.526
H 1.230 3.645 3.842
H 4.032 3.620 4.772
H 4.174 5.962 4.292
H 3.275 5.665 5.796
H 2.256 6.307 2.996
H 2.445 7.420 4.365
H -0.976 6.674 4.534
H -0.138 6.698 2.957
H 0.218 7.919 4.156
C -0.861 -4.102 1.768
O -0.119 -3.289 0.914
C -0.174 -3.580 -0.488
C 0.535 -2.491 -1.247
N 2.016 -2.550 -1.177
C 2.593 -1.370 -1.829
C 4.083 -1.506 -1.999
O 4.339 -2.384 -3.037
C 5.696 -2.605 -3.187
H -1.920 -4.114 1.485
H -0.802 -3.674 2.762
H -0.481 -5.131 1.747
H -1.206 -3.668 -0.837
H 0.354 -4.546 -0.601
H 0.114 -1.511 -0.988
H 0.221 -2.625 -2.298
H 2.230 -3.339 -1.790
H 2.431 -0.476 -1.214
H 2.117 -1.153 -2.796
H 4.568 -1.852 -1.071
H 4.489 -0.499 -2.214
H 6.171 -2.833 -2.227
H 6.161 -1.728 -3.651
H 5.812 -3.456 -3.850
C -5.374 -4.449 -7.624
O -4.500 -3.407 -7.780
C -3.193 -3.780 -7.580
C -2.856 -4.179 -6.195
N -2.632 -3.024 -5.321
C -2.381 -3.404 -3.974
C -2.133 -2.172 -3.132
O -3.238 -1.302 -3.314
C -3.257 -0.306 -2.354
H -5.014 -5.344 -8.152
H -6.319 -4.138 -8.049
H -5.493 -4.707 -6.567
H -2.545 -2.962 -7.889
H -2.898 -4.631 -8.228
H -1.939 -4.787 -6.222
H -3.608 -4.881 -5.770
H -3.434 -2.400 -5.335
H -1.506 -4.057 -3.929
H -3.244 -3.932 -3.513
H -1.199 -1.679 -3.469
H -2.065 -2.430 -2.059
H -4.232 0.163 -2.381
H -2.453 0.405 -2.556
H -3.109 -0.745 -1.357

=====

What did the second record say?
104
Properties=species:S:1:pos:R:3 method="wB97M-V/def2-TZVPD" homo_ev=-8.88 e_lumo_ev=-1.0 total_charge=0 orbital_gap_ev=7.9 fmax_ev_per_a=2.27 spin_multiplicity=1
Na 1.791 -2.122 1.336
Cl -0.572 0.825 0.848
O -0.628 2.063 1.583
O 0.181 -0.145 1.631
O -1.915 0.321 0.612
O 0.126 1.013 -0.401
Cl -2.221 3.049 -3.641
C -2.278 3.335 -1.873
C -0.994 3.880 -1.320
Cl -0.586 5.491 -1.956
H -2.399 2.340 -1.433
H -3.170 3.912 -1.682
H -0.166 3.232 -1.569
H -1.085 3.916 -0.238
C 2.461 4.382 0.788
O 3.788 4.431 1.245
H 2.486 4.015 -0.245
H 1.808 3.710 1.353
H 1.999 5.380 0.728
H 3.785 4.698 2.194
C -0.872 -1.109 4.842
O -0.630 -1.166 6.266
H -1.743 -0.469 4.668
H -0.017 -0.699 4.299
H -1.130 -2.097 4.472
H -0.705 -0.258 6.580
C -3.561 -1.818 2.482
O -3.999 -2.378 3.750
H -3.758 -0.744 2.421
H -2.492 -1.995 2.402
H -4.075 -2.277 1.623
H -4.789 -1.916 4.040
C 3.910 0.192 4.705
O 3.352 1.471 5.003
C 2.287 1.881 4.205
C 2.034 3.313 4.497
N 3.293 4.098 4.260
C 3.251 5.511 4.705
C 2.209 6.376 4.094
O 0.922 6.049 4.590
C -0.026 6.843 4.037
H 3.177 -0.607 4.581
H 4.591 -0.024 5.530
H 4.581 0.340 3.837
H 1.368 1.284 4.364
H 2.506 1.736 3.127
H 1.642 3.460 5.526
H 1.230 3.645 3.842
H 4.032 3.620 4.772
H 4.174 5.962 4.292
H 3.275 5.665 5.796
H 2.256 6.307 2.996
H 2.445 7.420 4.365
H -0.976 6.674 4.534
H -0.138 6.698 2.957
H 0.218 7.919 4.156
C -0.861 -4.102 1.768
O -0.119 -3.289 0.914
C -0.174 -3.580 -0.488
C 0.535 -2.491 -1.247
N 2.016 -2.550 -1.177
C 2.593 -1.370 -1.829
C 4.083 -1.506 -1.999
O 4.339 -2.384 -3.037
C 5.696 -2.605 -3.187
H -1.920 -4.114 1.485
H -0.802 -3.674 2.762
H -0.481 -5.131 1.747
H -1.206 -3.668 -0.837
H 0.354 -4.546 -0.601
H 0.114 -1.511 -0.988
H 0.221 -2.625 -2.298
H 2.230 -3.339 -1.790
H 2.431 -0.476 -1.214
H 2.117 -1.153 -2.796
H 4.568 -1.852 -1.071
H 4.489 -0.499 -2.214
H 6.171 -2.833 -2.227
H 6.161 -1.728 -3.651
H 5.812 -3.456 -3.850
C -5.374 -4.449 -7.624
O -4.500 -3.407 -7.780
C -3.193 -3.780 -7.580
C -2.856 -4.179 -6.195
N -2.632 -3.024 -5.321
C -2.381 -3.404 -3.974
C -2.133 -2.172 -3.132
O -3.238 -1.302 -3.314
C -3.257 -0.306 -2.354
H -5.014 -5.344 -8.152
H -6.319 -4.138 -8.049
H -5.493 -4.707 -6.567
H -2.545 -2.962 -7.889
H -2.898 -4.631 -8.228
H -1.939 -4.787 -6.222
H -3.608 -4.881 -5.770
H -3.434 -2.400 -5.335
H -1.506 -4.057 -3.929
H -3.244 -3.932 -3.513
H -1.199 -1.679 -3.469
H -2.065 -2.430 -2.059
H -4.232 0.163 -2.381
H -2.453 0.405 -2.556
H -3.109 -0.745 -1.357